# C35H45FN6O4PRuSeSi

A structure of composition C35H45FN6O4PRuSeSi (wB97M-V/def2-TZVPD, the Open Molecules 2025 dataset).

Each line ends with the Löwdin spin population.
Cartesian coordinates (Å):
Ru -0.472 -2.329 -0.517  0.94
C 5.164 2.974 0.945  0.00
C 4.805 2.542 -0.476  0.00
N 3.594 1.741 -0.531  0.00
C 3.698 0.400 -0.400  0.00
C 2.658 -0.462 -0.588  0.00
C 2.898 -1.945 -0.354  0.00
O 4.048 -2.338 -0.240  0.00
O 1.863 -2.673 -0.256  0.02
C 1.385 0.031 -1.006  0.00
O 0.434 -0.677 -1.455  0.02
C 1.233 1.469 -0.909  0.00
C -0.040 2.040 -1.022  0.00
C -0.208 3.395 -0.882  0.00
F -1.461 3.886 -0.998  0.00
C 0.869 4.257 -0.636  0.00
C 2.138 3.681 -0.539  0.00
C 2.345 2.308 -0.669  0.00
N 0.747 5.635 -0.412  0.00
C -0.551 6.222 -0.131  0.00
C -0.326 7.648 0.405  0.00
N 1.046 7.712 0.968  0.00
C 2.064 7.640 -0.117  0.00
C 1.596 6.568 -1.122  0.00
H 6.055 3.595 0.914  0.00
H 5.384 2.109 1.565  0.00
H 4.356 3.533 1.412  0.00
H 5.622 1.944 -0.886  0.00
H 4.675 3.410 -1.125  0.00
H 4.672 -0.001 -0.158  0.00
H -0.896 1.405 -1.197  0.00
H 2.970 4.328 -0.325  0.00
H -1.054 5.609 0.620  0.00
H -1.197 6.273 -1.016  0.00
H -1.059 7.885 1.177  0.00
H -0.406 8.396 -0.386  0.00
H 1.160 6.884 1.568  0.00
H 1.177 8.554 1.539  0.00
H 3.028 7.381 0.325  0.00
H 2.148 8.614 -0.600  0.00
H 2.454 6.059 -1.555  0.00
H 1.042 7.036 -1.946  0.00
C -5.168 -0.329 -2.234  0.00
Si -4.695 0.290 -0.493  0.00
C -5.924 -0.401 0.791  0.00
C -4.571 2.194 -0.393  0.00
C -3.008 -0.460 -0.200  0.02
C -1.942 -1.050 -0.153  -0.03
H -6.135 0.064 -2.531  0.00
H -5.230 -1.415 -2.248  0.00
H -4.439 -0.027 -2.979  0.00
H -6.893 0.077 0.681  0.00
H -5.583 -0.235 1.808  0.00
H -6.060 -1.469 0.649  0.00
H -5.564 2.635 -0.413  0.00
H -4.012 2.608 -1.227  0.00
H -4.088 2.515 0.526  0.00
Se -3.126 -3.652 -1.775  0.02
N -2.022 -3.721 -0.276  0.00
C -2.815 -4.025 0.780  0.00
C -2.421 -4.128 2.115  0.00
C -3.325 -4.556 3.069  0.00
C -4.637 -4.881 2.726  0.00
C -5.073 -4.758 1.424  0.00
C -4.180 -4.317 0.437  0.00
N -4.516 -4.133 -0.845  0.02
H -1.419 -3.843 2.393  0.00
H -3.005 -4.651 4.095  0.00
H -5.317 -5.223 3.491  0.00
H -6.085 -4.992 1.141  0.00
O 0.110 -2.423 1.825  0.03
N 1.253 -2.837 2.254  0.00
C 1.501 -4.154 2.390  0.01
C 2.725 -4.604 2.833  0.00
C 3.722 -3.693 3.153  0.01
C 3.438 -2.340 3.027  0.00
C 2.201 -1.940 2.583  0.01
H 0.691 -4.817 2.120  0.00
H 2.894 -5.666 2.915  0.00
H 4.688 -4.023 3.497  0.00
H 4.179 -1.595 3.265  0.00
H 1.919 -0.906 2.446  0.00
C 0.849 -5.480 -0.927  -0.02
P 0.641 -4.034 -2.026  -0.04
C -0.332 -4.743 -3.419  0.01
C 2.263 -3.919 -2.869  -0.01
H 1.220 -6.328 -1.500  0.00
H -0.113 -5.732 -0.480  0.00
H 1.564 -5.232 -0.146  0.00
H 0.214 -5.575 -3.860  0.00
H -0.479 -3.979 -4.181  0.00
H -1.306 -5.099 -3.088  0.00
H 2.472 -4.894 -3.307  0.00
H 3.071 -3.663 -2.190  0.00
H 2.212 -3.177 -3.664  0.00

Atoms 1-6, force components in eV/Å:
2.88 0.18 0.40
-0.05 -0.03 -0.26
0.50 0.40 0.38
-0.07 -0.57 0.08
-0.33 0.26 -0.25
-0.40 -0.57 0.14

Kohn-Sham gap (alpha / beta), Ha: 0.2453 / 0.2504
2S+1: 2
Charge: +2
Lowest unoccupied orbital energy (alpha / beta), eV: -5.62 / -5.37
Energy above the lowest of the compared OMol25 structures with the same formula, charge and spin, eV: 2.0559
Expectation value of S²: 1.134

=====

# C35H45HfN5O4

A structure of composition C35H45HfN5O4 (wB97M-V/def2-TZVPD, the Open Molecules 2025 dataset).

Each line ends with the Mulliken charge.
Cartesian coordinates (Å):
Hf -0.332 -0.143 -0.298  -0.55
O 2.093 1.092 5.069  -0.49
C 2.772 1.777 4.170  0.48
O 3.759 2.403 4.425  -0.53
C 2.248 1.793 2.757  0.11
C 2.768 2.628 1.784  -0.52
N 2.122 2.371 0.642  -0.22
N 1.214 1.407 0.778  0.30
C 1.280 1.044 2.069  -0.19
C 0.399 -0.073 2.511  0.66
O 0.090 -0.248 3.667  -0.80
O -0.032 -0.824 1.521  -0.57
H 1.289 0.660 4.730  0.41
H 3.546 3.369 1.876  0.58
H 2.257 2.831 -0.246  0.10
C -2.462 1.477 1.360  -1.40
C -3.500 1.825 0.283  0.12
C -4.046 0.653 -0.534  -1.19
C -2.978 2.931 -0.611  0.56
C -3.733 4.094 -0.681  -1.00
C -3.313 5.184 -1.421  -1.66
C -2.068 5.148 -2.014  -0.51
C -1.262 4.016 -1.954  0.15
C 0.177 4.158 -2.443  1.29
C 0.273 4.553 -3.921  -1.64
C 0.910 5.183 -1.565  -1.63
C -1.772 2.856 -1.332  0.46
N -1.004 1.635 -1.436  1.09
C -0.556 1.390 -2.664  -0.53
C 0.438 0.444 -2.924  0.32
C 1.108 0.119 -4.106  -1.62
C 2.058 -0.842 -3.780  -0.91
C 1.962 -1.092 -2.408  -0.36
N 0.987 -0.307 -1.873  1.25
C 2.742 -2.076 -1.568  2.10
C 3.820 -2.750 -2.413  -2.28
C 1.773 -3.140 -1.022  -1.14
C 3.402 -1.333 -0.393  -1.47
H -2.900 0.863 2.149  0.34
H -2.102 2.395 1.823  0.62
H -1.593 0.948 0.948  0.14
H -4.346 2.243 0.830  0.82
H -3.311 0.273 -1.235  0.19
H -4.896 1.002 -1.123  0.52
H -4.389 -0.165 0.101  0.16
H -4.668 4.140 -0.136  0.47
H -3.929 6.071 -1.486  0.41
H -1.699 6.027 -2.525  0.42
H 0.706 3.209 -2.326  -0.33
H -0.181 5.527 -4.098  0.36
H -0.228 3.831 -4.569  0.32
H 1.319 4.611 -4.223  0.43
H 0.495 6.182 -1.696  0.37
H 1.967 5.228 -1.836  0.43
H 0.825 4.927 -0.506  0.41
H -0.956 1.954 -3.500  0.96
H 0.923 0.550 -5.079  0.60
H 2.766 -1.299 -4.450  0.70
H 3.384 -3.303 -3.246  0.44
H 4.383 -3.452 -1.799  0.44
H 4.519 -2.014 -2.813  0.46
H 1.225 -3.623 -1.832  0.34
H 1.049 -2.698 -0.329  0.08
H 2.332 -3.903 -0.480  0.53
H 4.049 -0.535 -0.759  0.38
H 4.009 -2.023 0.193  0.47
H 2.648 -0.900 0.268  0.14
C -4.800 -2.477 2.172  -0.79
N -3.492 -3.094 2.517  0.09
C -3.599 -4.565 2.742  -0.76
C -2.374 -2.638 1.611  -0.97
C -2.522 -2.730 0.098  1.94
C -3.286 -3.720 -0.506  -0.60
C -3.322 -3.874 -1.885  -1.24
C -2.569 -3.036 -2.681  -1.04
C -1.814 -2.037 -2.080  -0.43
C -1.758 -1.833 -0.689  1.01
H -5.562 -2.809 2.874  0.44
H -5.090 -2.767 1.166  0.43
H -4.714 -1.394 2.228  0.23
H -3.222 -2.721 3.428  0.35
H -3.896 -5.085 1.841  0.36
H -4.348 -4.749 3.508  0.40
H -2.641 -4.952 3.081  0.34
H -1.490 -3.203 1.915  0.41
H -2.200 -1.601 1.876  0.28
H -3.887 -4.401 0.078  0.03
H -3.934 -4.652 -2.322  0.45
H -2.563 -3.156 -3.756  0.55
H -1.254 -1.386 -2.748  0.16

Atoms 1-6, force components in eV/Å:
-0.35 0.49 -1.53
0.00 -0.14 0.40
-0.07 0.30 -0.36
0.02 -0.06 0.02
-0.14 -0.17 -0.08
0.01 0.03 0.23

Kohn-Sham gap, Ha: 0.2717
Charge: +2
Lowest unoccupied orbital energy, eV: -6.05

=====

| no. | maximum force (eV Å⁻¹) | calculated total energy (a.u.) |
| --- | --- | --- |
| 1 | 2.9 | -5216.620776 |
| 2 | 1.6 | -1983.068157 |